# 1
{"formula": "C4H11NO2", "method": "ωB97M-V/def2-TZVPD", "elements": ["C", "N", "C", "C", "C", "O", "H", "H", "H", "H", "H", "H", "H", "H", "H", "O", "H", "H"], "positions_angstrom": [[-0.494346, 0.968031, -0.067110], [0.699500, 0.820022, -0.852370], [1.759795, -0.207409, -0.773510], [2.226571, -0.764361, 0.537372], [1.057968, -1.477462, -1.451371], [-0.083411, -1.854731, -1.326685], [-0.659709, 2.094452, 0.264078], [-1.336479, 0.888555, -0.840839], [-0.802626, 0.305870, 0.649356], [1.127273, 1.783949, -0.970682], [2.484143, -0.025289, -1.504772], [1.734904, -0.323922, 1.314073], [1.952477, -1.819421, 0.760128], [3.259862, -0.873841, 0.967499], [1.900031, -2.108877, -1.919084], [-4.532555, 0.996558, 1.690477], [-5.368279, 1.360446, 1.348513], [-4.925121, 0.237429, 2.174928]], "forces_ev_per_a": [[-2.4, 3.8, -3.2], [3.2, 2.5, -0.1], [-4.1, -1.9, -0.9], [2.0, -2.6, 1.2], [1.0, -0.6, 1.0], [1.3, 0.7, -0.4], [0.7, -2.4, -0.1], [0.6, 0.0, 1.1], [0.2, -1.8, 2.1], [-0.6, -1.9, 0.2], [1.4, 1.0, -0.7], [-1.6, 1.8, 2.1], [-0.4, 0.2, -0.9], [-0.2, 1.1, -1.4], [-1.1, 0.1, 0.0], [-1.5, -0.7, 0.4], [0.6, 0.3, -0.2], [0.9, 0.4, -0.2]], "homo_lumo_gap_ev": 9.1, "largest_force_ev_per_a": 5.517, "smiles": "CN[C@@H](C)C=O.O", "e_lumo_ev": 0.91, "molar_mass_g_mol": 105.14, "de_lowest_kcal_mol": 81.0, "total_charge": 0}

# 2
{"formula": "C4H11NO2", "method": "ωB97M-V/def2-TZVPD", "elements": ["C", "C", "C", "O", "H", "H", "H", "H", "H", "H", "H", "H", "N", "C", "O", "H", "H", "H"], "positions_angstrom": [[-1.547089, -0.495186, 0.083669], [-0.960135, 0.888278, -0.452974], [-0.732181, 1.836651, 0.713975], [0.253175, 0.774156, -1.149828], [-1.519074, -1.293897, -0.655836], [-2.606442, -0.322296, 0.271388], [-1.103001, -0.762851, 1.038314], [-1.720875, 1.314459, -1.130536], [-0.382491, 2.797507, 0.343204], [0.023974, 1.428461, 1.380295], [-1.656053, 1.983529, 1.267319], [0.165435, 0.102961, -1.846748], [2.478425, -1.118454, 0.415802], [1.476161, -1.662618, -0.305716], [1.603625, -2.527278, -1.136286], [2.326553, -0.272903, 0.939180], [3.432587, -1.343924, 0.159909], [0.467404, -1.326596, 0.064868]], "forces_ev_per_a": [[-0.3, 1.7, -0.5], [-1.2, -1.0, 0.6], [0.0, -0.1, -0.5], [0.5, -0.3, -0.4], [0.3, -0.1, 0.0], [-0.1, 0.1, 0.1], [0.1, -0.3, -0.1], [0.1, -0.1, 0.2], [0.0, 0.1, 0.0], [0.1, -0.1, 0.1], [-0.1, 0.0, 0.1], [0.0, 0.3, 0.3], [0.8, 0.2, 0.0], [-1.2, -0.1, 1.2], [0.1, -0.1, -0.6], [-0.1, -0.1, -0.1], [-0.2, 0.1, 0.0], [1.2, -0.3, -0.5]], "homo_lumo_gap_ev": 10.6, "largest_force_ev_per_a": 1.784, "smiles": "CC(C)O.NC=O", "e_lumo_ev": 0.85, "molar_mass_g_mol": 105.14, "de_lowest_kcal_mol": 19.7, "total_charge": 0}

# 3
{"formula": "C4H11NO2", "method": "ωB97M-V/def2-TZVPD", "elements": ["C", "C", "O", "O", "H", "H", "H", "H", "C", "C", "N", "H", "H", "H", "H", "H", "H", "H"], "positions_angstrom": [[-0.102947, 2.826181, -1.090382], [-0.361288, 2.042322, 0.157508], [0.261740, 2.012770, 1.180913], [-1.447029, 1.230646, -0.060570], [-0.990394, 3.087589, -1.660112], [0.530162, 2.193916, -1.708904], [0.437759, 3.744552, -0.901022], [-1.386098, 0.413041, 0.460297], [1.219872, -1.151431, 0.203403], [0.172590, -2.214048, -0.021743], [-1.003051, -1.927075, 0.833379], [1.472694, -1.079025, 1.259770], [0.771743, -0.224477, -0.148660], [2.107123, -1.334036, -0.400415], [-0.163764, -2.179294, -1.055275], [0.581626, -3.231444, 0.111768], [-1.408008, -2.786263, 1.181623], [-0.692730, -1.423924, 1.658423]], "forces_ev_per_a": [[0.4, 0.6, 0.0], [-1.2, -0.7, 0.0], [0.2, 0.2, -0.2], [0.5, 0.1, -0.3], [-0.2, -0.3, 0.2], [0.0, -0.1, -0.2], [0.2, 0.1, 0.3], [-0.1, 0.1, 0.3], [-0.3, -0.1, -0.5], [-0.3, -0.5, 0.1], [0.4, 0.0, 0.1], [0.2, 0.1, 0.0], [0.3, 0.2, 0.2], [0.1, 0.0, 0.1], [0.0, 0.0, -0.2], [-0.1, 0.3, 0.3], [-0.2, 0.0, -0.1], [0.1, -0.1, 0.1]], "homo_lumo_gap_ev": 10.7, "largest_force_ev_per_a": 1.426, "smiles": "CC(=O)O.CCN", "e_lumo_ev": 0.94, "molar_mass_g_mol": 105.14, "de_lowest_kcal_mol": 11.5, "total_charge": 0}

# 4
{"formula": "C4H11NO2", "method": "ωB97M-V/def2-TZVPD", "elements": ["C", "C", "C", "C", "N", "H", "H", "H", "H", "H", "H", "H", "O", "H", "H", "O", "H", "H"], "positions_angstrom": [[1.907019, 1.566352, 0.393130], [0.986804, 0.732210, 0.865012], [-0.452709, 1.146504, 0.837049], [-0.925541, 1.872166, 1.852781], [-1.216067, 0.581180, -0.185442], [2.973333, 1.388278, 0.427339], [1.580262, 2.546322, 0.067036], [1.216760, -0.273412, 1.195474], [-0.311381, 2.220712, 2.669447], [-1.937211, 2.262144, 1.908994], [-1.814387, 1.214256, -0.656964], [-0.682507, 0.046098, -0.852230], [-1.349882, -2.733214, -2.150452], [-1.385071, -2.643084, -1.212024], [-1.976973, -3.422373, -2.347040], [1.010893, -2.244140, -0.599129], [1.720296, -1.615110, -0.804622], [0.656364, -2.644896, -1.408366]], "forces_ev_per_a": [[-0.1, 0.1, 0.5], [-0.1, 0.2, -0.6], [0.4, -0.6, 1.0], [-0.4, 0.7, -0.1], [0.4, -0.4, 0.0], [0.0, -0.2, -0.1], [0.1, 0.0, -0.1], [0.1, 0.0, 0.1], [0.4, -0.1, -0.2], [-0.1, -0.4, -0.2], [-0.7, 0.5, -0.3], [0.1, 0.0, 0.0], [0.4, 0.1, -0.9], [-0.1, 0.3, 1.2], [-0.3, -0.4, -0.2], [0.0, 0.1, 0.2], [-0.4, -0.4, -0.3], [0.4, 0.4, 0.0]], "homo_lumo_gap_ev": 9.0, "largest_force_ev_per_a": 1.234, "smiles": "C=CC(=C)N.O.O", "e_lumo_ev": 0.75, "molar_mass_g_mol": 105.14, "de_lowest_kcal_mol": 47.6, "total_charge": 0}

# 5
{"formula": "C4H11NO2", "method": "ωB97M-V/def2-TZVPD", "elements": ["C", "C", "C", "O", "N", "C", "H", "H", "H", "H", "H", "H", "H", "H", "H", "O", "H", "H"], "positions_angstrom": [[-1.545072, 0.237710, -1.459530], [-0.703673, 1.112942, -0.526022], [0.721367, 0.584926, -0.377641], [1.472853, 0.753022, -1.325988], [1.130179, -0.038134, 0.755093], [2.508936, -0.458891, 0.836911], [-2.124962, 0.827437, -2.170778], [-0.889784, -0.322905, -2.131072], [-2.211496, -0.437918, -0.936692], [-1.239446, 1.325560, 0.403543], [-0.548437, 2.087272, -0.988414], [0.437053, -0.257863, 1.447620], [2.844384, -0.473401, 1.875556], [3.175080, 0.246645, 0.345829], [2.642637, -1.442086, 0.385744], [-1.677824, -1.459919, 1.445601], [-1.993182, -1.631301, 0.577262], [-1.998608, -0.653103, 1.842985]], "forces_ev_per_a": [[0.4, 0.1, -0.8], [-0.1, 0.2, 0.2], [-0.1, 0.1, -0.3], [0.1, -0.1, 0.0], [-0.2, 0.8, -0.5], [0.3, -0.2, 0.6], [-0.3, 0.2, 0.4], [0.0, -0.2, 0.3], [-0.1, -0.1, 0.0], [0.2, -0.3, 0.1], [0.0, 0.0, -0.1], [0.2, -0.2, 0.1], [-0.3, -0.2, 0.0], [-0.3, 0.0, -0.3], [0.2, 0.0, 0.0], [1.2, -0.6, 1.6], [-0.7, 0.4, -0.9], [-0.6, 0.2, -0.5]], "homo_lumo_gap_ev": 10.1, "largest_force_ev_per_a": 2.081, "smiles": "CCC(=O)NC.O", "e_lumo_ev": 0.64, "molar_mass_g_mol": 105.14, "de_lowest_kcal_mol": 13.0, "total_charge": 0}

# 6
{"formula": "C4H11NO2", "method": "ωB97M-V/def2-TZVPD", "elements": ["C", "C", "O", "C", "N", "C", "O", "H", "H", "H", "H", "H", "H", "H", "H", "H", "H", "H"], "positions_angstrom": [[2.014694, 0.358458, 0.637783], [0.613275, 0.011883, 0.877975], [-0.254597, 1.329107, 1.028261], [-0.340517, -0.632803, -0.069421], [-1.370766, -1.259050, 0.768822], [-0.777173, 0.189932, -1.232788], [-1.197382, -0.696476, -2.191492], [2.653525, 0.105751, 1.360351], [2.343647, -0.100511, -0.342340], [2.427863, 1.289276, 0.292618], [0.488011, -0.327560, 2.015761], [0.351613, 2.098449, 0.911473], [0.195032, -1.543292, -0.427148], [-2.031447, -1.582752, 0.107689], [-1.818979, -0.613307, 1.459335], [0.023082, 0.863522, -1.574520], [-1.564034, 0.746958, -0.804362], [-1.755846, -0.237584, -2.817998]], "forces_ev_per_a": [[0.2, -0.4, -5.4], [-3.2, 3.9, 4.0], [1.9, 0.5, 0.3], [2.4, -3.4, 1.3], [-0.1, 1.1, 0.7], [1.0, 0.5, 1.1], [-0.6, -1.0, -1.4], [2.3, -1.5, 2.9], [-0.1, -0.7, 1.1], [-1.2, 1.6, 0.4], [0.4, -0.2, -2.8], [-0.7, -0.9, 0.2], [-0.2, 0.5, -0.5], [-1.3, -0.6, -0.3], [0.5, -0.5, -1.2], [-0.1, -0.1, 0.0], [-1.1, 1.2, -0.1], [-0.1, 0.0, -0.2]], "homo_lumo_gap_ev": 10.0, "largest_force_ev_per_a": 6.440, "smiles": "C[C@@H](O)[C@@H](N)CO", "e_lumo_ev": 0.81, "molar_mass_g_mol": 105.14, "de_lowest_kcal_mol": 70.2, "total_charge": 0}

# 7
{"formula": "C4H11NO2", "method": "ωB97M-V/def2-TZVPD", "elements": ["C", "C", "C", "C", "N", "O", "H", "H", "H", "H", "H", "H", "H", "H", "H", "O", "H", "H"], "positions_angstrom": [[-0.365499, 0.405020, -2.616865], [-0.362469, -0.707492, -1.544483], [-0.026061, -0.187711, -0.065677], [-0.807265, 1.012889, 0.477836], [-2.086967, 0.628983, 0.922052], [-0.473641, 2.166309, 0.414841], [-1.300748, 0.969825, -2.698421], [0.382493, 1.061413, -2.133715], [0.043006, 0.010700, -3.532918], [0.418809, -1.461031, -1.705987], [-1.368713, -1.195192, -1.490335], [1.031999, 0.140965, -0.017018], [-0.101777, -0.964567, 0.683399], [-2.690777, -0.058546, 0.523115], [-2.341398, 1.260503, 1.665659], [3.037166, -0.923941, 3.943280], [3.068473, -1.562613, 3.222884], [3.943368, -0.595515, 3.952352]], "forces_ev_per_a": [[1.2, 0.0, 2.1], [-1.3, 0.1, 1.7], [1.1, 0.9, -0.6], [-1.7, -2.0, -2.1], [1.5, 1.6, 1.0], [0.6, 0.2, 0.8], [0.2, -0.4, -0.2], [-0.2, 0.4, -1.0], [-0.3, 0.2, -0.5], [-0.4, 0.1, -0.3], [0.9, 0.0, -0.1], [-0.4, -0.2, -0.4], [-0.2, -0.5, -0.1], [0.1, -0.3, 0.2], [-1.1, -0.1, -0.4], [0.3, -0.1, -0.2], [-0.2, -0.1, 0.0], [-0.1, 0.2, 0.2]], "homo_lumo_gap_ev": 10.5, "largest_force_ev_per_a": 3.357, "smiles": "CCCC(N)=O.O", "e_lumo_ev": 0.73, "molar_mass_g_mol": 105.14, "de_lowest_kcal_mol": 24.9, "total_charge": 0}